Density functional theory data (ωB97M-V/def2-TZVPD) for a single C5H8O2 molecule.

Output
Energy relative to the best compared isomer or geometry (same formula, charge and spin): 129.1 kJ/mol
LUMO energy: 0.71 eV
SMILES: O=C1CC(CO)C1
Frontier orbital gap: 0.3742 hartree

Atoms and positions in Å:
1 O 3.0473 0.4801 0.4193
2 C 1.8869 0.2226 0.2481
3 C 0.8838 -0.6675 0.9843
4 C -0.0432 -0.5358 -0.2471
5 C -1.5089 -0.1796 0.0135
6 O -1.8642 0.9420 -0.7795
7 C 0.8538 0.5984 -0.8077
8 H 0.4742 -0.1491 1.8599
9 H 1.2203 -1.6683 1.2626
10 H 0.0670 -1.4151 -0.8856
11 H -1.6749 0.0460 1.0810
12 H -2.1702 -1.0245 -0.2172
13 H -2.7393 1.1989 -0.4574
14 H 0.4142 1.5789 -0.6148
15 H 1.1532 0.5731 -1.8595


Density functional theory data (ωB97M-V/def2-TZVPD) for a single CH4O2S molecule at a distorted geometry.

Output
Energy relative to the best compared isomer or geometry (same formula, charge and spin): 142.9 kJ/mol
LUMO energy: 0.58 eV
Frontier orbital gap: 0.3700 hartree

Atoms and positions in Å:
1 C 0.8610 0.4238 -0.2815
2 O -0.6736 -1.2829 0.2139
3 O -1.6594 1.0473 0.9319
4 S -0.9872 0.3240 -0.1610
5 H 1.1593 -0.0601 -1.1321
6 H 1.3413 0.1026 0.6092
7 H 1.3302 1.4441 -0.3634
8 H -1.3716 -1.9988 0.1831


Density functional theory data (ωB97M-V/def2-TZVPD) for a molecular structure, C26H23BN8O3V at a distorted geometry.

Output
Multiplicity: 3
Energy relative to the best compared isomer or geometry (same formula, charge and spin): 0.0 kJ/mol
LUMO energy (alpha / beta): -4.30 / -3.47 eV
Frontier orbital gap (alpha / beta): 0.2794 / 0.3101 hartree
Total charge: +1

Atoms and positions in Å:
1 V 0.2884 -0.2005 0.5781
2 C -3.2429 -2.5040 1.0140
3 C -2.0941 -2.2283 0.2621
4 N -1.6009 -1.0406 0.6697
5 N -2.4544 -0.5432 1.6088
6 C -3.4371 -1.3928 1.8023
7 B -2.1185 0.7433 2.4195
8 N -0.9882 0.3034 3.3580
9 C -0.8651 0.0884 4.6659
10 C 0.2839 -0.6283 4.9242
11 C 0.9128 -0.7152 3.6866
12 N 0.1346 -0.1566 2.7426
13 N -1.5948 1.8451 1.4440
14 C -1.9565 3.1171 1.3511
15 C -1.1644 3.7896 0.4353
16 C -0.2949 2.8200 -0.0254
17 N -0.5580 1.6536 0.5876
18 N -3.4198 1.1985 2.9951
19 C -4.4914 1.7571 2.3731
20 C -5.5197 1.7984 3.3521
21 C -4.9009 1.2824 4.5231
22 N -3.6534 0.9090 4.3215
23 H -3.9443 -3.3333 0.8288
24 H -1.4627 -2.7922 -0.4778
25 H -4.2564 -1.0940 2.4462
26 H -1.6194 0.3985 5.3633
27 H 0.4825 -0.9470 5.9219
28 H 1.8251 -1.1275 3.3525
29 H -2.7940 3.5127 1.9529
30 H -1.1752 4.8471 0.1857
31 H 0.4851 2.9672 -0.7349
32 H -4.5841 1.8818 1.3215
33 H -6.4753 2.2439 3.1495
34 H -5.3019 1.1231 5.5273
35 O 0.6608 -0.8721 -1.3216
36 C 2.1200 -0.7236 -1.6403
37 C 2.8443 -0.7520 -0.2508
38 O 4.0000 -1.0227 -0.2698
39 O 2.1279 -0.3449 0.7975
40 C 2.4160 -1.9210 -2.5686
41 C 2.2092 -1.9494 -3.9525
42 C 2.4019 -3.0839 -4.7136
43 C 2.9446 -4.2234 -4.1117
44 C 3.2414 -4.2073 -2.7489
45 C 2.9460 -3.0581 -1.9715
46 C 2.4036 0.5683 -2.3625
47 C 1.3870 1.2496 -3.1066
48 C 1.6155 2.3419 -3.8541
49 C 2.8746 2.9508 -3.8460
50 C 3.8743 2.3814 -3.0733
51 C 3.6244 1.1768 -2.3133
52 H 0.2861 -1.6506 -1.7191
53 H 1.9235 -0.9869 -4.4462
54 H 2.3740 -3.0147 -5.7737
55 H 3.0349 -5.1517 -4.6771
56 H 3.6478 -5.1067 -2.2810
57 H 3.1586 -3.1891 -0.9462
58 H 0.4036 0.7198 -3.1839
59 H 0.7732 2.6737 -4.4551
60 H 3.0396 3.9034 -4.4306
61 H 4.8266 2.8853 -3.0705
62 H 4.3967 0.8303 -1.6355


Density functional theory data (ωB97M-V/def2-TZVPD) for a molecular structure, C28H22Cl4N2NaO4 at a distorted geometry.

Output
LUMO energy: 2.15 eV
Frontier orbital gap: 0.2464 hartree
Total charge: -1

Atoms and positions in Å:
1 Na -0.3019 -0.9108 0.3575
2 Cl 4.8035 -0.2163 5.5624
3 C 3.4226 -0.0850 4.4760
4 C 2.1546 0.2454 4.9977
5 C 1.0657 0.3494 4.1704
6 C 1.1469 0.1417 2.7408
7 O 0.1161 0.1978 2.0047
8 C 2.4789 -0.1603 2.2438
9 C 2.7556 -0.3413 0.8313
10 N 1.9397 -0.0280 -0.1078
11 C 2.3215 -0.0216 -1.4603
12 C 3.6044 0.1397 -1.9291
13 C 3.8827 0.2060 -3.3180
14 C 2.8793 0.1427 -4.2393
15 C 1.5351 0.0208 -3.8006
16 C 0.4383 0.0019 -4.6959
17 C -0.8326 -0.0865 -4.2176
18 C -1.0289 -0.1658 -2.8196
19 N -0.0427 -0.1601 -1.9544
20 C 1.2464 -0.0646 -2.4230
21 C 3.5693 -0.2910 3.1347
22 H 2.0510 0.4040 6.0682
23 H 0.0825 0.5880 4.5688
24 H 3.7430 -0.7568 0.5928
25 H 4.4169 0.2458 -1.2179
26 H 4.9104 0.3207 -3.6472
27 H 3.0892 0.2014 -5.3041
28 H 0.6287 0.0598 -5.7629
29 H -1.6862 -0.1003 -4.8836
30 H -2.0380 -0.2558 -2.4084
31 H 4.5483 -0.5458 2.7340
32 Cl 0.7816 -5.6261 0.6943
33 C 0.3600 -3.9075 0.4910
34 Cl 1.3317 -3.2204 -0.8552
35 Cl 0.7584 -2.9961 1.9932
36 C -1.2227 -3.6747 0.2278
37 O -1.9493 -4.6283 0.5109
38 O -1.4530 -2.5005 -0.1959
39 C 3.9887 4.9279 -2.4527
40 C 2.6173 4.6086 -1.9037
41 C 1.4689 4.8981 -2.6374
42 C 0.2075 4.5605 -2.1694
43 C -1.0132 4.8617 -3.0178
44 C 0.1003 3.8990 -0.9390
45 C -1.2488 3.4447 -0.4830
46 O -1.4601 2.3236 -0.0963
47 C 1.2311 3.6215 -0.1637
48 C 1.1478 2.9547 1.1965
49 C 2.4766 3.9924 -0.6680
50 H 3.9320 5.6334 -3.2852
51 H 4.4754 4.0167 -2.8184
52 H 4.6355 5.3560 -1.6806
53 H 1.5607 5.3906 -3.6040
54 H -0.7211 5.3840 -3.9313
55 H -1.7334 5.4929 -2.4879
56 H -1.5385 3.9458 -3.3068
57 H -2.0654 4.1932 -0.5189
58 H 0.1389 2.9383 1.6091
59 H 1.8154 3.4600 1.9009
60 H 1.4493 1.9070 1.1291
61 H 3.3648 3.7793 -0.0697


Density functional theory data (ωB97M-V/def2-TZVPD) for a molecular structure, C35H43ClP2Si2Sn at a distorted geometry.

Output
Energy relative to the best compared isomer or geometry (same formula, charge and spin): 0.0 kJ/mol
LUMO energy: -8.12 eV
Frontier orbital gap: 0.1759 hartree
Total charge: +2

Atoms and positions in Å:
1 C 1.2561 -1.2889 -0.5594
2 C 1.6550 -0.5344 -1.7045
3 C 2.7021 0.3341 -1.3260
4 H 1.2842 -0.6847 -2.7148
5 C 2.9843 0.1473 0.0695
6 C 2.0986 -0.9069 0.5435
7 H 2.1649 -1.4134 1.5056
8 H 0.5115 -2.0796 -0.5475
9 H 3.2965 0.9431 -2.0065
10 H 3.8137 0.5907 0.6244
11 Sn 0.8473 1.1558 0.4983
12 Si -1.1944 4.4642 -1.0913
13 C -1.2535 4.0214 -3.0265
14 C -2.0734 4.7885 -3.8556
15 H -2.5519 5.6872 -3.4571
16 C -2.3099 4.4029 -5.1798
17 H -3.0315 4.9621 -5.7873
18 C -1.6189 3.3249 -5.7321
19 H -1.7488 3.0650 -6.7832
20 C -0.7578 2.5785 -4.9147
21 H -0.1605 1.7764 -5.3437
22 C -0.7104 2.8391 -3.5410
23 H -0.1948 2.1200 -2.8819
24 C 0.9250 4.2791 -0.9214
25 C 1.7390 3.5768 -1.8992
26 H 1.3413 3.1844 -2.8192
27 C 3.1691 3.6235 -1.8348
28 H 3.7176 3.3345 -2.7382
29 C 3.8044 3.7414 -0.5578
30 H 4.8824 3.5617 -0.4531
31 C 3.0011 4.1328 0.5023
32 H 3.4228 4.1658 1.5107
33 C 1.6501 4.4781 0.3115
34 H 1.0975 4.8189 1.1883
35 H -1.2932 3.0244 -0.7308
36 Si 2.3722 5.3815 -1.6386
37 C 3.5521 6.8293 -1.1350
38 C 4.2757 7.5560 -2.0973
39 H 4.1437 7.3331 -3.1625
40 C 5.1349 8.6053 -1.7171
41 H 5.6612 9.1680 -2.4858
42 C 5.3135 8.9167 -0.3452
43 H 6.0329 9.6822 -0.0324
44 C 4.5863 8.1892 0.6212
45 H 4.7374 8.3728 1.6881
46 C 3.6600 7.2212 0.2099
47 H 3.0004 6.7619 0.9488
48 C 1.5804 6.2515 -3.1624
49 C 1.9345 5.8115 -4.4386
50 H 2.7837 5.1293 -4.5760
51 C 1.1864 6.2123 -5.5499
52 H 1.4593 5.8069 -6.5260
53 C 0.1123 7.0861 -5.3944
54 H -0.4869 7.3649 -6.2577
55 C -0.1997 7.5628 -4.1181
56 H -1.0537 8.2320 -3.9923
57 C 0.5303 7.1556 -3.0003
58 H 0.2554 7.5087 -1.9937
59 H -2.6097 4.8620 -1.1901
60 Cl -1.4951 4.8009 1.1449
61 C -3.5320 1.8936 -1.3639
62 P -2.2809 0.6166 -0.9210
63 C -2.1499 -0.2432 -2.5467
64 C -3.4520 -0.6140 -0.1387
65 C -2.7558 -1.3941 0.9770
66 P -1.4087 -0.3911 1.7847
67 C -2.4694 0.5806 2.9139
68 C -0.7540 -1.6785 2.8831
69 H -3.5121 2.6925 -0.6135
70 H -4.5360 1.4471 -1.3979
71 H -3.2726 2.3300 -2.3366
72 H -3.1460 -0.6403 -2.7899
73 H -1.8274 0.4545 -3.3305
74 H -1.4436 -1.0805 -2.4648
75 H -4.3252 -0.0524 0.2320
76 H -3.8060 -1.2997 -0.9234
77 H -3.4806 -1.6698 1.7591
78 H -2.2956 -2.3130 0.5800
79 H -3.1910 -0.1061 3.3759
80 H -1.8420 1.0288 3.6922
81 H -3.0022 1.3795 2.3859
82 H -1.5548 -1.9653 3.5775
83 H -0.4442 -2.5471 2.2921
84 H 0.1026 -1.2847 3.4402